1.
Computed, not measured: 2 unconnected molecules or ions with the total composition C25H23BF6O4, with wB97M-V/def2-TZVPD.

Last column: Mulliken charge in e.
Geometry (Å):
C: -5.42809 -0.72606 2.52093  -1.1838
C: -4.93628 -1.68054 1.53110  0.4796
C: -5.35992 -1.92605 0.23833  -0.6377
C: -4.37781 -2.77890 -0.29550  -0.6086
C: -3.40968 -3.00974 0.69417  0.3054
B: -1.91787 -3.66536 0.30955  0.8343
O: -1.44184 -4.42370 1.46251  -0.5054
C: -0.04628 -4.34065 1.35807  0.1286
C: 0.42164 -3.49454 0.12181  1.3552
C: 1.93258 -3.23677 0.15332  -1.7900
C: -0.22506 -2.08221 0.11596  -0.7905
O: -1.57157 -2.17112 0.33602  -0.4787
C: -0.18547 -4.28689 -1.07490  -0.9278
O: -1.62381 -4.26687 -0.98543  -0.5059
O: -3.76572 -2.35511 1.81570  -0.2314
H: -6.48672 -0.53059 2.29812  0.3345
H: -5.33387 -1.16541 3.51942  0.3141
H: -4.88738 0.23479 2.37543  0.2453
H: -6.23916 -1.50491 -0.26345  0.3945
H: -4.35894 -3.21735 -1.29291  0.5308
H: 0.37502 -3.91119 2.27995  -0.5106
H: 0.34533 -5.36821 1.21528  0.3975
H: 2.28889 -2.99102 -0.82683  0.4919
H: 2.09683 -2.38115 0.83732  0.3078
H: 2.45132 -4.13740 0.51948  0.3258
H: 0.23207 -1.43867 0.87973  0.3336
H: -0.05298 -1.65923 -0.88725  0.3964
H: 0.11252 -3.85357 -2.03600  0.3972
H: 0.14588 -5.33322 -1.03777  0.3227
F: 1.05927 -3.08394 8.69780  -0.2538
C: 0.18719 -3.81885 7.93096  0.8687
F: 0.50807 -5.13768 8.09032  -0.2632
F: -1.05518 -3.59885 8.44946  -0.2549
C: 0.30048 -3.35034 6.52135  0.3565
C: 0.97045 -4.18201 5.63600  -1.1437
C: 1.29538 -3.60475 4.41103  -0.3160
C: 0.85515 -2.30251 4.03498  -0.3775
C: 1.30475 -1.67906 2.80601  0.4452
C: 1.74913 -0.25455 2.85576  0.7022
C: 2.20439 0.37243 4.04685  -0.3837
C: 2.54628 1.71270 4.05287  -1.0244
C: 2.62968 2.42612 2.85211  0.2298
C: 3.12680 3.82542 2.86683  0.9626
F: 2.86859 4.48793 1.71047  -0.2670
F: 2.56392 4.54505 3.89051  -0.2646
F: 4.48946 3.82534 3.07120  -0.2511
C: 2.33524 1.80803 1.64431  -1.0357
C: 1.94778 0.47974 1.66124  -0.2725
C: 0.02593 -1.59402 4.90609  -0.5970
C: -0.20837 -2.11639 6.16398  -1.0216
H: 1.23099 -5.21595 5.82878  0.4788
H: 1.95092 -4.13444 3.71630  0.4291
H: 2.18625 -2.28397 2.49711  0.6589
H: 2.30056 -0.18674 4.97668  0.5129
H: 2.71290 2.21758 5.01070  0.3834
H: 2.35912 2.34779 0.71769  0.4845
H: 1.77862 -0.00290 0.70268  0.3897
H: -0.34283 -0.62041 4.56806  0.6756
H: -0.79711 -1.53545 6.88078  0.4244

Calculated values
Total charge = 0
E_tot = -1891.326120 hartree
Relative energy (zero: lowest compared OMol25 entry of this formula, charge and spin) = 48.6 kJ/mol
Frontier orbital gap = 2.66 eV

---

2.
Computed, not measured: C2H6N2O in the gas phase, with wB97M-V/def2-TZVPD.

Last column: Mulliken charge in e.
Geometry (Å):
H: 2.49140 -1.21695 -0.09585  0.2407
N: 1.53666 -0.88637 -0.26097  -0.5586
C: 1.44018 0.33050 0.00844  0.0773
N: 0.19754 0.95683 0.09306  -0.3684
O: -0.75505 0.35546 -0.66277  -0.2026
C: -1.67498 -0.46102 0.09835  -0.4463
H: 2.28876 1.02496 0.27185  0.2881
H: 0.33226 1.88810 -0.30650  0.2758
H: -2.31661 0.11541 0.86066  0.2248
H: -1.14502 -1.30245 0.62670  0.2376
H: -2.39514 -0.80447 -0.63298  0.2313

Calculated values
Total charge = 0
E_tot = -264.464143 hartree
Relative energy (zero: lowest compared OMol25 entry of this formula, charge and spin) = 323.4 kJ/mol
Frontier orbital gap = 10.52 eV

---

3.
Computed, not measured: C5H11NO in the gas phase, with wB97M-V/def2-TZVPD.

Last column: Mulliken charge in e.
Geometry (Å):
C: -1.63213 -1.10914 0.94989  -1.4858
C: -0.83529 0.15158 0.72907  0.3081
C: 0.16359 0.63770 1.71318  -0.4986
N: 0.58884 -0.01922 0.49043  -0.3479
C: 1.18639 0.81892 -0.54075  -0.5325
C: 0.86951 0.21071 -1.89986  -0.4828
O: 1.29223 -1.12988 -1.97280  -0.5321
H: -1.85293 -1.59988 -0.00510  0.2989
H: -2.58081 -0.89844 1.45491  0.3741
H: -1.05959 -1.81005 1.56582  0.3242
H: -1.33096 0.92667 0.13880  0.4122
H: 0.33268 0.09165 2.63915  0.2437
H: 0.31641 1.71557 1.78226  0.2599
H: 0.82633 1.86261 -0.49935  0.3421
H: 2.27094 0.82522 -0.38133  0.3369
H: -0.21552 0.29846 -2.08575  0.2371
H: 1.38429 0.76283 -2.69296  0.3609
H: 1.05896 -1.52240 -1.11783  0.3816

Calculated values
Total charge = 0
E_tot = -327.059418 hartree
Relative energy (zero: lowest compared OMol25 entry of this formula, charge and spin) = 188.8 kJ/mol
Frontier orbital gap = 10.62 eV

---

4.
Computed, not measured: a molecular structure, C24H33ClN2OPt, with wB97M-V/def2-TZVPD.

Last column: Löwdin spin population.
Geometry (Å):
C: 0.18382 0.77488 -5.67924  0.0029
C: 1.58159 1.28668 -6.06388  0.0001
C: -0.01990 -0.60933 -6.31582  0.0007
C: -0.88668 1.73954 -6.21970  0.0006
Cl: 0.03634 0.64733 -3.79609  0.0147
H: 0.03001 -0.53062 -7.41770  0.0003
H: -1.00328 -1.03042 -6.04815  0.0000
H: 0.76765 -1.31037 -5.99102  0.0000
H: 1.65079 1.41103 -7.15987  0.0001
H: 2.35996 0.56561 -5.76019  0.0000
H: 1.79715 2.26255 -5.59810  0.0000
H: -0.80096 1.83031 -7.31795  0.0002
H: -0.76956 2.74996 -5.79135  0.0000
H: -1.90164 1.36799 -5.99483  0.0000
C: 1.47635 -1.13828 0.78313  0.2649
C: 0.96520 -2.15390 -0.05261  0.3639
C: 1.14758 -1.77330 -1.40736  0.2906
H: 0.62533 -3.12461 0.30790  0.0096
C: 1.81581 -0.53202 -1.47043  0.2063
C: 2.07045 -0.08890 -0.09132  0.1535
H: 2.84726 0.62487 0.16273  0.0049
H: 1.63482 -1.21848 1.86068  0.0059
H: 0.92261 -2.37701 -2.27268  0.0064
H: 2.25460 -0.05120 -2.34469  0.0044
C: -1.83343 1.02708 0.36859  0.1771
C: -1.84997 -0.30688 0.98681  0.3175
C: -2.09597 -1.25142 -0.04072  0.3899
H: -1.87014 -0.50190 2.05463  0.0082
C: -2.00536 -0.61157 -1.29156  0.3659
C: -1.78031 0.80679 -1.09189  0.1635
H: -1.82414 1.59678 -1.84071  0.0076
H: -1.96271 1.99589 0.83453  0.0054
H: -2.36064 -2.29919 0.12296  0.0095
H: -2.16771 -1.06988 -2.26388  0.0093
Pt: 0.19866 0.78246 -0.09642  1.0516
C: -3.59788 1.02443 7.33321  0.0000
C: -2.09876 0.88738 7.52288  0.0001
N: -1.27667 1.61584 6.58464  0.0005
C: -0.63358 2.84116 7.15275  0.0000
C: 0.22425 2.57002 8.38279  0.0000
C: -1.30753 1.24636 5.25063  0.0011
O: -2.17594 0.44899 4.87873  0.0003
C: -0.19293 1.58239 4.30413  0.0050
C: 1.12100 1.63546 4.77746  -0.0051
C: 2.14387 1.59720 3.84964  0.0049
C: 1.82304 1.51892 2.48267  0.0065
N: 0.56245 1.34222 2.02594  0.1420
C: -0.43178 1.46772 2.93287  0.0070
H: -3.91988 2.06525 7.42039  0.0000
H: -4.09104 0.44165 8.11609  0.0000
H: -3.88634 0.63207 6.35750  0.0000
H: -1.78482 1.23590 8.51513  0.0000
H: -1.84259 -0.17795 7.40211  0.0000
H: -0.03096 3.34749 6.38632  0.0000
H: -1.44496 3.53876 7.44173  0.0000
H: 0.95282 1.77620 8.19443  0.0000
H: 0.77924 3.47146 8.65665  0.0000
H: -0.36463 2.29010 9.26046  0.0000
H: 1.29434 1.66600 5.85292  -0.0002
H: 3.18862 1.60727 4.12655  0.0009
H: 2.61443 1.56356 1.73464  0.0007
H: -1.45796 1.42911 2.59633  0.0003

Calculated values
Total charge = +2
E_tot = -1697.793374 hartree
Multiplicity = 5
Frontier orbital gap (alpha / beta) = 7.70 / 4.02 eV

---

5.
Computed, not measured: a molecular structure, C40H35FMoN3OP2S2, with wB97M-V/def2-TZVPD.

Last column: Löwdin spin population.
Geometry (Å):
Mo: -0.17204 -0.24508 -0.05388  1.7660
O: -0.56750 2.75065 -1.44508  -0.0003
S: -0.14220 2.25313 -0.13985  0.0037
C: 1.42430 2.95686 0.27306  -0.0028
C: 1.60287 4.33161 0.16946  -0.0008
C: 2.84843 4.85490 0.47833  0.0002
C: 3.88879 4.01730 0.87142  -0.0003
C: 3.70983 2.64298 0.91819  -0.0008
C: 2.46471 2.10249 0.60634  -0.0038
P: 2.24896 0.33717 0.34019  -0.0058
C: 2.87372 -0.54880 1.75585  0.0045
C: 3.38598 -1.84290 1.62625  0.0012
C: 3.80638 -2.53085 2.75132  -0.0001
C: 3.70928 -1.93805 4.00468  -0.0002
C: 3.18898 -0.65718 4.13770  0.0011
C: 2.76553 0.03910 3.01840  -0.0007
C: 3.12339 -0.10168 -1.16303  -0.0051
C: 4.47298 -0.45725 -1.16565  -0.0019
C: 5.10436 -0.74021 -2.36731  -0.0002
C: 4.39941 -0.66736 -3.56259  -0.0004
C: 3.06078 -0.29349 -3.56727  0.0017
C: 2.42507 -0.00612 -2.36998  0.0107
C: -1.25918 2.78579 1.14077  0.0013
C: -1.07063 3.89465 1.94622  0.0007
C: -2.08772 4.26040 2.82214  -0.0001
C: -3.26241 3.52659 2.88989  0.0011
C: -3.43686 2.40207 2.09012  -0.0011
C: -2.43103 2.02952 1.21177  -0.0015
P: -2.53293 0.59406 0.13616  -0.0103
C: -3.46686 0.92279 -1.35794  -0.0036
C: -2.84000 1.08828 -2.59375  0.0032
C: -3.60191 1.36661 -3.72029  0.0003
C: -4.98187 1.49397 -3.61199  0.0001
C: -5.60557 1.34787 -2.37902  -0.0004
C: -4.85333 1.06194 -1.25103  -0.0018
C: -3.26013 -0.78213 1.01499  0.0064
C: -3.04484 -0.92171 2.39189  0.0032
C: -3.57616 -2.01331 3.05779  -0.0005
C: -4.30323 -2.96978 2.36065  0.0035
C: -4.50736 -2.84140 0.99053  -0.0005
C: -3.98881 -1.75231 0.31373  0.0043
H: 0.79679 4.97431 -0.16129  0.0001
H: 3.01233 5.92163 0.40678  -0.0001
H: 4.85456 4.43960 1.11434  -0.0001
H: 4.53849 1.99555 1.17749  0.0000
H: 3.48393 -2.30043 0.64932  0.0000
H: 4.22363 -3.52407 2.65347  0.0000
H: 4.04698 -2.47526 4.88072  0.0000
H: 3.11854 -0.19873 5.11447  0.0001
H: 2.35999 1.03697 3.12937  0.0003
H: 5.03325 -0.50816 -0.24058  0.0000
H: 6.15194 -1.00971 -2.37217  -0.0001
H: 4.90076 -0.88497 -4.49627  0.0000
H: 2.52429 -0.20491 -4.50241  0.0001
H: 1.39104 0.33580 -2.39204  0.0094
H: -0.15470 4.46663 1.92111  0.0001
H: -1.95289 5.12399 3.45906  0.0000
H: -4.04346 3.82065 3.57781  0.0000
H: -4.34377 1.81580 2.16992  0.0000
H: -1.76106 1.05213 -2.67656  0.0032
H: -3.11693 1.51281 -4.67651  0.0000
H: -5.57217 1.72171 -4.48955  0.0000
H: -6.67807 1.45918 -2.29598  -0.0001
H: -5.35191 0.94242 -0.29618  0.0000
H: -2.47455 -0.18082 2.93470  0.0000
H: -3.43034 -2.11370 4.12455  -0.0001
H: -4.72284 -3.81594 2.88834  0.0002
H: -5.08969 -3.58079 0.45750  -0.0001
H: -4.18063 -1.63769 -0.74556  0.0001
F: -0.18981 -0.02705 1.83065  0.1802
C: 2.86293 -4.13835 -1.48551  0.0010
C: 1.60901 -4.27096 -0.61052  0.0012
C: 0.50113 -3.43798 -1.15427  0.0121
N: 0.23244 -2.22320 -0.81399  0.0094
N: -0.81747 -1.64279 -1.49809  0.0058
C: -1.37151 -2.45777 -2.38378  0.0035
N: -2.39745 -2.14418 -3.15422  -0.0005
S: -0.56711 -3.99491 -2.40496  0.0037
H: 3.67932 -4.70149 -1.03679  0.0001
H: 3.16804 -3.09560 -1.58527  0.0000
H: 2.69318 -4.54041 -2.48445  0.0000
H: 1.79335 -3.94320 0.41338  0.0002
H: 1.28681 -5.31200 -0.56383  0.0001
H: -2.79740 -1.21281 -3.11526  0.0001
H: -2.76014 -2.79242 -3.83611  0.0000

Calculated values
Total charge = +3
E_tot = -3431.043935 hartree
Multiplicity = 3
Relative energy (zero: lowest compared OMol25 entry of this formula, charge and spin) = 0.0 kJ/mol
Frontier orbital gap (alpha / beta) = 6.62 / 7.20 eV

---

6.
Computed, not measured: 2 unconnected molecules or ions with the total composition C2H9NOS2, with wB97M-V/def2-TZVPD.

Last column: Mulliken charge in e.
Geometry (Å):
N: 0.62007 -0.89293 -0.03984  -0.4315
C: 0.90128 0.05945 -1.11131  -0.5714
C: -0.00278 1.27600 -1.02379  -0.2769
O: 0.25255 2.06568 -2.18917  -0.5157
H: 1.19213 -1.74378 -0.16537  0.2027
H: -0.34276 -1.25627 -0.14103  0.2502
H: 0.72425 -0.38179 -2.10811  0.2776
H: 1.92103 0.42722 -1.07053  0.3028
H: 0.21634 1.87798 -0.12575  0.2164
H: -1.05399 0.93930 -0.97987  0.2926
H: -0.45498 2.72913 -2.27378  0.2999
S: -0.62903 -0.26489 2.95749  -0.1829
S: -1.40149 -2.17301 2.55648  -0.2048
H: 0.51727 -0.56009 2.30832  0.1869
H: -2.45989 -2.10200 3.40627  0.1541

Calculated values
Total charge = 0
E_tot = -1007.934298 hartree
Relative energy (zero: lowest compared OMol25 entry of this formula, charge and spin) = 77.6 kJ/mol
Frontier orbital gap = 8.68 eV

---

7.
Computed, not measured: 2 unconnected molecules or ions with the total composition C8H11N3O, with wB97M-V/def2-TZVPD.

Last column: Mulliken charge in e.
Geometry (Å):
H: 4.71822 1.10716 -1.05427  0.2461
N: 4.27601 0.43949 -0.42367  -0.6876
C: 3.05015 0.28932 -0.74803  0.1020
N: 2.24480 -0.59631 -0.07404  0.2896
N: 2.81905 -1.39101 0.93145  -0.7643
C: 0.88705 -0.78228 -0.31320  0.1263
C: 0.06898 0.02422 -0.98240  -1.1939
H: 2.53482 0.79556 -1.57676  0.3040
H: 3.67785 -1.79584 0.53209  0.2803
H: 3.15238 -0.74113 1.66601  0.2751
H: 0.51210 -1.69744 0.14002  0.4140
H: -0.95411 -0.27215 -1.13094  0.4617
H: 0.36780 0.97592 -1.42228  0.1441
C: -5.27288 -0.59089 -0.67798  0.4255
C: -4.21181 -0.41183 -0.13113  -0.6484
C: -2.96195 -0.21709 0.52855  -0.7315
C: -2.06999 0.72503 0.19602  -0.2510
C: -0.81183 0.84454 0.94257  0.2105
O: 0.05230 1.66371 0.69866  -0.5248
H: -6.21172 -0.76033 -1.16740  0.4110
H: -2.74381 -0.88772 1.35056  0.2948
H: -2.23415 1.40958 -0.62271  0.4651
H: -0.68312 0.10541 1.77374  0.3512

Calculated values
Total charge = 0
E_tot = -550.740921 hartree
Relative energy (zero: lowest compared OMol25 entry of this formula, charge and spin) = 484.7 kJ/mol
Frontier orbital gap = 7.76 eV